Record 1
2 unconnected molecules or ions with the total composition C6H13NO at a distorted geometry. Source: the OMol25 dataset; level of theory: ωB97M-V/def2-TZVPD.

Each line ends with the Mulliken charge.
Geometry (Å):
C1 -0.81935 2.77546 0.45189  -0.999
C2 -0.12860 1.67362 -0.36713  -0.167
C3 0.01588 0.34333 0.34856  -0.734
C4 1.27823 -0.32932 -0.28187  -0.582
C5 0.95622 -1.20472 -1.27405  -0.131
N1 1.83179 -1.99479 -1.96770  -0.306
C6 2.11133 -3.19999 -1.71971  -0.216
H1 -0.23821 3.74984 0.59770  0.261
H2 -1.72451 3.19785 -0.15979  0.251
H3 -0.92026 2.44188 1.51118  0.270
H4 -0.78316 1.43574 -1.28238  0.233
H5 0.85761 2.04455 -0.68990  0.326
H6 0.31845 0.42379 1.32551  0.488
H7 -0.96914 -0.28940 0.29293  0.256
H8 2.26870 -0.20449 0.24405  0.306
H9 -0.04765 -1.03598 -1.71646  0.236
H10 1.45987 -3.65948 -0.88500  0.262
H11 2.84666 -3.74930 -2.41622  0.254
H12 -2.24474 -0.23996 2.75822  0.310
H13 -2.96433 -1.52300 2.82612  0.324
O1 -3.10475 -0.65562 2.40404  -0.644

Atomic forces in eV per Å
-0.4 2.2 -0.4
-1.1 0.6 -0.9
0.2 -1.2 -2.7
-1.7 -1.8 0.1
0.2 1.8 1.1
1.4 -0.5 -1.4
-1.2 -0.2 0.2
-0.1 -1.4 -0.5
1.0 -1.2 1.9
-1.0 0.2 -0.9
1.3 0.6 1.0
-0.4 -0.4 -0.1
0.1 0.6 2.8
2.0 1.0 0.1
-1.2 -0.3 -0.9
0.6 -0.7 0.2
1.5 -0.2 -1.1
-1.2 0.7 1.5
-2.0 -0.3 -1.1
-0.6 0.1 -0.4
2.6 0.2 1.5

Spin multiplicity: 1
ΔE to the lowest compared entry with this formula, charge and spin (eV): 3.867
SMILES string: C=N/C=C/CCC.O
Energy (eV): -9967.307
HOMO energy (eV): -8.2


Record 2
2 unconnected molecules or ions with the total composition C6H13NO at a distorted geometry. Source: the OMol25 dataset; level of theory: ωB97M-V/def2-TZVPD.

Each line ends with the Mulliken charge.
Geometry (Å):
C1 -1.36009 1.94143 -1.03898  -0.972
N1 -1.33588 2.41317 0.36758  -0.329
C2 -0.41943 1.65341 1.35140  -0.692
C3 2.35439 -2.29686 1.03218  -0.868
C4 1.23683 -1.66168 0.58479  -0.001
C5 1.14611 -0.25571 0.63115  0.008
C6 -0.02175 0.26424 1.01310  -0.292
H1 -1.83724 2.65341 -1.66891  0.360
H2 -1.71133 0.93239 -1.21937  0.318
H3 -0.38987 1.98038 -1.49785  0.327
H4 -2.24235 2.38503 0.61944  0.242
H5 -0.95485 1.71145 2.33515  0.339
H6 0.55985 2.29516 1.39620  0.202
H7 3.08864 -1.68011 1.57696  0.227
H8 2.61548 -3.26204 0.89117  0.348
H9 0.18524 -2.12971 0.31901  0.209
H10 2.07672 0.27470 0.41419  0.380
H11 -0.86064 -0.39900 0.86635  0.191
H12 -0.02995 -1.89315 -2.65920  0.318
H13 -1.11849 -2.93496 -2.79167  0.313
O1 -0.98138 -1.99154 -2.52268  -0.629

Atomic forces in eV per Å
1.3 0.1 0.6
4.0 -1.2 -1.4
0.9 2.7 -0.6
-1.4 3.8 -0.1
-0.7 -3.2 0.0
-0.1 1.9 0.7
-0.7 0.5 -1.1
-1.2 0.6 -0.2
-0.4 -0.2 0.1
1.0 -0.2 0.2
-3.5 -0.2 1.8
0.7 -0.1 -0.7
-1.7 -1.1 0.2
-0.1 -0.2 -0.7
0.2 -3.2 -0.1
2.6 0.2 0.1
-0.3 0.4 0.6
-0.3 -0.5 0.6
-0.1 0.2 0.1
0.0 1.2 0.4
0.1 -1.4 -0.4

Spin multiplicity: 1
ΔE to the lowest compared entry with this formula, charge and spin (eV): 3.796
SMILES string: C=C/C=C/CNC.O
Energy (eV): -9967.378
HOMO energy (eV): -8.3


Record 3
C6H13NO in the gas phase. Source: the OMol25 dataset; level of theory: ωB97M-V/def2-TZVPD.

Each line ends with the Mulliken charge.
Geometry (Å):
O1 -0.18354 0.94134 3.40768  -0.463
C1 0.73195 0.62604 2.69701  -0.308
C2 0.70248 0.73864 1.18470  0.343
C3 0.32616 -0.62192 0.60364  -0.734
C4 0.28947 -0.63933 -0.92226  -0.834
C5 -0.90842 0.13727 -1.49627  -0.287
C6 -2.14221 -0.74139 -1.76376  -1.211
N1 1.99742 1.24877 0.77437  -0.678
H1 1.65816 0.19708 3.14244  0.328
H2 -0.04692 1.49874 0.99103  0.342
H3 1.10000 -1.31259 0.95191  0.352
H4 -0.61919 -0.99315 1.00959  0.317
H5 1.24110 -0.27416 -1.31137  0.412
H6 0.21327 -1.67464 -1.25453  0.395
H7 -0.58392 0.64263 -2.41170  0.348
H8 -1.18139 0.93154 -0.80442  0.194
H9 -2.26329 -0.88362 -2.82743  0.320
H10 -3.03715 -0.27697 -1.34267  0.309
H11 -2.05234 -1.74636 -1.34285  0.351
H12 2.74879 0.58039 0.87676  0.242
H13 2.00957 1.62169 -0.16186  0.262

Atomic forces in eV per Å
0.0 0.0 0.0
-0.1 -0.1 0.1
0.1 0.1 0.5
0.2 -0.3 -0.2
-0.3 -0.1 0.1
0.4 -0.1 0.0
0.1 0.2 0.2
0.2 0.3 0.1
0.0 0.1 -0.2
-0.1 0.1 -0.2
0.0 -0.2 0.0
-0.1 0.2 0.0
0.0 0.1 0.0
0.1 -0.1 -0.1
-0.2 -0.1 0.0
0.0 0.1 0.1
-0.3 0.0 -0.3
0.0 -0.2 -0.2
0.1 0.1 0.2
-0.1 -0.1 -0.1
0.0 -0.1 -0.1

Spin multiplicity: 1
ΔE to the lowest compared entry with this formula, charge and spin (eV): 1.232
SMILES string: CCCC[C@H](N)C=O
Energy (eV): -9969.942
HOMO energy (eV): -9.3


Record 4
C6H13NO in the gas phase at a distorted geometry. Source: the OMol25 dataset; level of theory: ωB97M-V/def2-TZVPD.

Each line ends with the Mulliken charge.
Geometry (Å):
O1 -1.71245 1.83505 3.00821  -0.478
C1 -1.23867 1.66643 1.91845  -0.006
C2 -1.74150 0.91889 0.70774  -0.746
C3 -1.33868 -0.69396 0.81470  -0.751
C4 0.24109 -0.66418 0.93243  -0.789
C5 0.79729 -0.00204 -0.26314  -0.347
N1 1.08001 -1.15930 -1.25481  -0.410
C6 1.92865 -0.60287 -2.36937  -0.900
H1 -0.21577 2.12012 1.74154  0.320
H2 -1.46564 1.20566 -0.21845  0.487
H3 -2.84729 1.11682 0.70893  0.369
H4 -1.82901 -1.23334 1.52036  0.454
H5 -1.63239 -1.18857 -0.11826  0.307
H6 0.64633 -1.64178 1.24830  0.338
H7 0.48055 -0.01807 1.78356  0.368
H8 0.25543 0.81316 -0.78736  0.209
H9 1.87341 0.50029 -0.01969  0.370
H10 0.16101 -1.47736 -1.57837  0.219
H11 2.10113 -1.31540 -3.12491  0.368
H12 1.56303 0.30833 -2.77066  0.309
H13 2.89346 -0.48789 -1.87920  0.306

Atomic forces in eV per Å
-0.9 -0.6 -0.4
2.3 0.9 -0.8
-3.6 -3.2 3.8
2.0 3.4 -2.6
-2.3 0.5 2.1
4.3 -1.0 -2.1
0.1 2.1 -0.2
-0.2 -1.2 2.5
-0.4 -0.1 0.1
1.5 1.5 -2.5
0.6 -0.8 0.1
-1.3 -1.1 2.7
0.1 0.3 -0.1
0.1 0.4 -1.0
-0.2 -0.1 0.2
0.0 -0.6 0.7
-2.3 -1.3 -0.5
0.5 0.2 -0.2
-0.2 -1.0 -1.0
-0.3 1.0 -0.5
0.2 0.5 -0.2

Spin multiplicity: 1
ΔE to the lowest compared entry with this formula, charge and spin (eV): 3.069
SMILES string: CNCCCCC=O
Energy (eV): -9968.105
HOMO energy (eV): -9.2


Record 5
3 unconnected molecules or ions with the total composition C6H13NO at a distorted geometry. Source: the OMol25 dataset; level of theory: ωB97M-V/def2-TZVPD.

Each line ends with the Mulliken charge.
Geometry (Å):
C1 -0.63015 0.21007 -0.81825  0.754
C2 -1.50760 -0.27268 -1.95242  -1.201
C3 -1.34713 1.00495 0.25132  -1.206
C4 1.93455 0.82033 1.32358  -1.369
C5 1.44208 -0.41336 0.62246  0.692
N1 1.18491 -1.54514 1.20469  -0.676
C6 0.87341 -0.31999 -0.70365  -0.196
O1 0.53822 0.89224 -1.29954  -0.556
H1 -1.11018 -1.55017 0.43523  -0.143
H2 1.52213 -1.62614 2.16135  0.196
H3 -0.35539 -1.86584 0.78901  0.213
H4 1.03427 -1.18117 -1.34510  0.456
H5 -1.99696 0.58216 -2.42563  0.316
H6 -0.92031 -0.78051 -2.71419  0.356
H7 -2.12405 0.39368 0.70334  0.327
H8 -1.80920 1.88675 -0.20040  0.380
H9 -0.66963 1.34512 1.02853  0.253
H10 -2.26798 -0.95308 -1.57641  0.291
H11 1.38138 0.99722 2.25104  0.359
H12 2.98619 0.68459 1.58794  0.402
H13 1.84146 1.69096 0.67709  0.355

Atomic forces in eV per Å
1.8 0.5 -0.5
0.3 -0.2 0.3
0.2 -0.4 0.0
0.4 0.0 0.0
-1.0 -0.8 2.1
1.8 0.7 -0.8
-2.9 -0.2 -0.7
0.5 0.7 -0.5
1.6 -1.5 1.2
-0.1 0.3 0.1
-2.9 0.8 -1.1
0.2 0.2 -0.2
0.0 0.0 0.1
0.0 -0.1 0.0
-0.1 0.0 0.1
0.1 -0.1 -0.1
0.0 0.0 0.1
-0.1 0.0 0.0
0.0 -0.1 -0.1
0.0 0.1 0.0
0.0 0.0 0.0

Spin multiplicity: 1
ΔE to the lowest compared entry with this formula, charge and spin (eV): 3.997
Energy (eV): -9967.177
HOMO energy (eV): -9.3